DFT (ωB97M-V/def2-TZVPD) results for an isolated molecule of C4H6N2OS.

Max |F| (eV/Å): 4.01
HOMO (eV): -8.95
Net charge: 0
E (eV): -20106.1530
Lowest unoccupied orbital energy (eV): 0.53
ΔE to the lowest compared entry with this formula, charge and spin (kcal/mol): 73.5

CARTESIAN COORDINATES (ANGSTROEM)
1 S -1.7156 -1.6652 -0.1682
2 O 3.0504 -0.9510 -0.2232
3 N -0.2952 -0.7953 0.1422
4 N 0.8768 -1.4554 0.0061
5 C 1.1792 0.7464 0.1082
6 C -1.4142 1.3087 -0.2668
7 C 1.7964 -0.5112 -0.0821
8 C -0.1585 0.4806 0.0305
9 H -1.0918 2.3105 -0.2535
10 H 1.6245 1.7078 0.2855
11 H -2.3594 -1.5435 1.1150
12 H -2.2166 1.2442 0.5364
13 H 2.8570 -1.9195 -0.1915
14 H -2.1331 1.0430 -1.0387